DFT (the ωB97M-V functional and the def2-TZVPD basis) results for a 10-piece molecular cluster, C84H182N10O12 overall in a non-equilibrium geometry.

As for the total charge: 0. The LUMO energy is 0.51 eV. The spin multiplicity is 1. The calculation puts the highest occupied orbital energy at -8.4 eV. Its relative energy (zero: lowest compared OMol25 entry of this formula, charge and spin) is 0.0 kcal per mole. For the strongest force on any atom, the calculation gives 3.90 eV Å⁻¹. Its SMILES is CC1(C)CCCC(C)(C)N1O.CC1(C)CCCC(C)(C)N1O.CC1(C)CCCC(C)(C)N1O.CC1(C)CCCC(C)(C)N1O.CC1(C)CCCC(C)(C)N1O.CC1(C)CCCC(C)(C)N1O.CC1(C)CCCC(C)(C)N1O.CC1(C)CCCC(C)(C)N1O.COCCNCCOC.COCCNCCOC.

Cartesian coordinates (Å):
O  0.17394  -7.65102  3.11857
O  -3.42649  6.39373  -2.71298
O  2.53886  -1.89582  -3.07777
O  -3.48212  4.11462  3.35092
O  0.98734  6.68184  2.34360
O  -0.30952  2.58470  0.73781
O  2.56402  -1.93885  8.98238
O  -7.80218  -2.00632  1.10103
O  -1.28622  -3.61447  -5.28163
O  0.26277  2.86515  -5.48279
O  3.52171  4.22664  3.56201
O  1.91971  4.00942  -3.42519
N  -0.81767  -6.87916  2.44252
N  -3.16365  3.63060  -0.21077
N  -1.77666  -4.88071  -4.79826
N  4.37051  4.48246  4.68316
N  2.39762  -2.61399  7.70963
N  -1.09558  3.26524  -5.08948
N  1.36906  5.02395  0.12498
N  3.68529  -1.66451  -3.94844
N  -0.14506  1.29388  1.30977
N  -7.29477  -1.53470  -0.16822
C  -2.95883  4.71682  -5.99644
C  0.32797  -5.86031  -5.88517
C  -2.55015  -7.65394  4.01652
C  2.64840  -2.95478  4.81564
C  1.31516  -2.68691  5.58614
C  -6.30457  -0.45935  0.11962
C  0.66292  2.18906  3.43541
C  0.79403  0.15815  -0.82666
C  -0.28450  -1.16548  1.10610
C  -2.22233  -4.44980  1.78585
C  4.00157  6.90300  4.61915
C  4.44878  -3.76675  8.17679
C  4.17380  2.28119  5.82879
C  2.43761  5.84266  0.63420
C  -2.83231  -5.63679  2.54735
C  -1.51999  -7.49687  -3.63574
C  4.91269  0.03398  -5.04656
C  2.73015  5.01928  -3.92820
C  -5.25035  -0.84082  1.15788
C  5.63774  2.51359  3.73460
C  -2.81030  4.53813  -1.28209
C  -3.28260  4.26798  1.09879
C  1.03808  5.11622  -1.32791
C  3.48104  -2.48163  -5.20091
C  1.83128  -0.42472  6.63699
C  -5.81410  -3.58687  -0.06996
C  5.57830  5.96599  2.92081
C  3.77130  -2.85510  7.17487
C  -0.92497  4.19850  -7.46142
C  4.42080  -0.51819  -6.34756
C  -1.14028  -4.98556  0.90577
C  -3.77723  3.40341  4.50841
C  5.07800  3.20307  4.95617
C  1.02303  1.25824  2.29098
C  2.02749  -2.34202  -5.68862
C  3.71814  -3.95289  -4.86206
C  -0.12038  -5.92089  1.59023
C  -0.09195  -4.78370  -2.89377
C  -1.28828  -5.56686  4.60608
C  -1.90812  2.06539  -5.24698
C  1.45626  -1.86911  6.89324
C  0.97300  -1.24933  1.91936
C  1.11304  -0.12031  2.95386
C  -3.45377  2.48614  -5.18670
C  -2.17551  -6.30225  -2.91828
C  3.90583  -0.24064  -3.96980
C  -1.82636  -6.39441  3.45085
C  -1.58581  -4.94694  -3.32416
C  5.04077  5.81069  4.36770
C  1.89387  3.99347  -1.99675
C  -5.04796  -1.26395  -1.94994
C  4.48734  0.10097  -2.60579
C  -1.66362  1.13081  -6.50689
C  4.69569  -1.56189  6.96139
C  -6.16199  -2.24861  -2.17805
C  2.56847  0.70151  -4.12908
C  6.21878  3.61417  5.89940
C  -2.48320  -3.87744  -2.68210
C  -5.63143  -0.13238  -1.17507
C  -7.12835  0.75113  0.55404
C  -1.58232  0.33182  -0.36213
C  0.01916  -1.84363  7.59922
C  -3.23698  7.63721  -2.09345
C  1.90819  7.12927  1.30479
C  -3.56453  3.30353  2.22251
C  -0.22479  0.21135  0.35303
C  -1.74382  -7.29708  -5.12270
C  -1.74803  1.16023  -4.00434
C  -1.40848  4.47435  -6.03212
C  6.23541  5.97393  5.26258
C  3.58904  -3.61737  5.83748
C  -3.97158  5.40553  -1.76988
C  -8.13871  -3.53201  -1.15498
C  0.11364  7.65267  2.81974
C  0.61824  -6.76287  0.51082
C  -3.90212  3.52488  -6.20555
C  -0.73582  5.64585  -5.36792
C  -1.88188  -5.78264  -7.00415
C  4.46369  -2.03848  -6.27878
C  7.12627  4.69650  5.32942
C  2.36129  1.65254  1.67277
C  -6.87206  -2.71808  -0.87271
C  0.98275  -5.11080  2.39135
C  -1.21150  -5.96144  -5.64169
H  0.63498  3.24256  3.08739
H  -3.12075  5.09672  -4.99784
H  -3.85373  3.05146  -7.19344
H  5.23323  -0.65321  -2.39583
H  3.29509  -4.15362  -3.88199
H  0.70127  -4.85504  -5.93982
H  2.59031  -3.66125  3.98112
H  3.40384  1.81651  5.22868
H  0.50835  0.91207  -1.51868
H  4.89182  6.07288  2.10992
H  -5.87063  -3.23602  -2.66708
H  3.72150  2.82971  6.62399
H  -4.10307  5.02527  1.08432
H  8.00020  4.83837  5.97673
H  -2.07148  -6.42504  -1.84756
H  2.92054  0.68106  1.34854
H  3.63356  -0.00897  -1.93746
H  2.61717  -0.24081  5.91323
H  -3.21577  -6.35295  -3.24000
H  1.55153  -4.57719  1.66084
H  -1.97353  1.74126  -3.08785
H  4.90738  2.00231  3.07143
H  -8.84797  -2.95008  -1.81533
H  5.02021  -0.11330  -7.17595
H  -0.64620  0.72148  -6.48245
H  0.85858  3.19405  -4.78211
H  4.58207  -3.63727  5.35693
H  1.62556  0.41163  -3.61719
H  -0.35540  2.08789  3.76714
H  -6.54910  1.65723  0.54991
H  -1.51806  1.20087  -1.03485
H  3.24833  -4.62926  -5.58457
H  -2.22323  -3.86136  -1.61201
H  -0.59355  -6.19330  5.16917
H  -0.80068  6.60159  -5.94438
H  -1.56328  -5.58737  0.07036
H  -1.66261  3.76328  -8.08954
H  4.76471  1.41500  6.21263
H  -1.77029  1.61334  -7.44599
H  -1.99991  -8.39595  -3.33202
H  -0.48896  -7.63712  -3.40579
H  0.03489  4.87636  -1.55277
H  2.62488  5.87910  -3.22306
H  -0.57660  -4.23547  0.43248
H  -4.94373  3.78142  -6.03195
H  -3.01033  -8.31686  3.27930
H  1.84489  -1.22109  -3.42083
H  -2.79600  -7.40227  -5.40210
H  2.26135  0.78628  -5.17224
H  -1.81105  -6.71998  -7.55020
H  0.58455  2.84710  0.38148
H  -2.49610  3.84504  -2.05279
H  -4.70219  -0.91565  -2.92297
H  1.14762  -6.10169  -0.12727
H  4.34491  7.91323  4.16008
H  -5.76829  -1.18840  2.06440
H  4.76694  -4.30261  -4.80388
H  1.74020  -2.94268  -6.48427
H  -4.83053  -3.14666  -0.02672
H  6.08655  7.02419  2.96835
H  -0.01432  3.68710  -7.67423
H  -2.44503  0.32918  0.32209
H  -7.42110  0.63767  1.60455
H  -5.71495  -4.50823  -0.70316
H  -0.23926  -1.93188  0.34312
H  -2.93150  -3.91273  1.14750
H  0.95872  0.12687  6.21764
H  -6.89509  -1.73088  -2.80534
H  2.95721  5.30059  1.49679
H  3.37776  -0.14578  -6.50796
H  5.98217  6.24418  6.31817
H  4.43572  -1.05797  6.05956
H  2.39066  5.32356  -4.95303
H  4.09019  -2.54635  -7.12661
H  -3.27476  -6.35029  1.81072
H  0.97292  -6.38117  -5.23830
H  4.53376  -3.31721  9.19586
H  4.93352  1.12145  -2.48179
H  -1.31618  5.86367  -4.45592
H  -3.53089  4.11574  5.27853
H  3.90765  -4.73744  8.23037
H  -1.97546  5.11331  -0.93466
H  -4.24419  -1.80199  -1.43513
H  2.22150  0.04924  7.51216
H  1.63269  -5.74507  2.96495
H  -0.08603  -4.73382  -1.80922
H  0.46893  8.24286  3.72127
H  1.45590  3.05120  -1.76971
H  0.27815  -3.86824  -3.27183
H  -1.36696  -4.99754  -7.62306
H  -4.51148  -1.51796  0.85066
H  4.76354  -0.99585  7.85296
H  -4.17426  8.22964  -2.01299
H  -7.88372  -4.46581  -1.68304
H  2.77326  7.64992  1.80071
H  1.37886  7.82584  0.65118
H  -4.43760  5.93404  -0.91378
H  2.08234  -0.19319  3.38037
H  -2.50119  0.40216  -4.14108
H  -1.81872  -3.74524  2.51945
H  -0.78661  0.64277  -3.94427
H  -2.72552  2.51782  2.24769
H  2.86511  1.67088  -3.64997
H  -1.18248  -7.96904  -5.70668
H  -2.95656  -5.56784  -6.97385
H  -4.56870  2.84001  2.13961
H  -0.77212  5.20802  -7.93887
H  -2.08504  -3.17314  -5.58226
H  0.47492  -6.32836  -6.84706
H  2.64860  4.09852  3.98093
H  1.27236  6.08486  -1.82184
H  7.49651  4.44662  4.35160
H  -1.24049  -1.32346  1.69926
H  3.20057  6.03049  -0.11763
H  -8.75002  -3.79895  -0.28689
H  0.93585  -2.25602  2.46003
H  2.48741  2.19476  0.76202
H  -0.03475  -7.38573  -0.12859
H  4.93228  1.18304  -5.09376
H  -2.72786  7.68237  -1.07515
H  -0.84677  7.18444  2.89450
H  -3.19696  5.54903  -6.65557
H  5.48979  -2.37023  -6.11793
H  -0.68421  -1.41172  6.94763
H  0.52230  -2.24964  4.91283
H  -0.09770  -8.58674  3.11587
H  -4.72230  4.80393  -2.28300
H  3.64322  6.94264  5.62228
H  1.78508  0.38540  -0.43563
H  3.36825  -4.66716  5.97859
H  2.24503  -2.60158  9.61267
H  -2.31441  -2.89028  -3.09190
H  6.33074  5.28934  2.52181
H  5.75883  3.87124  6.88997
H  -3.56808  -4.07600  -2.81498
H  -4.93671  0.66196  -0.88542
H  -2.17528  -5.29167  5.27190
H  -6.16011  -3.81017  0.93416
H  3.77487  4.71156  -4.00760
H  -0.12874  8.46380  1.99487
H  0.57596  5.17317  0.71019
H  -2.61589  8.14222  -2.85805
H  -4.69830  0.08136  1.43049
H  0.49508  -0.26526  3.85388
H  -6.34378  0.36203  -1.83365
H  -8.03125  0.81806  -0.04341
H  -4.83106  3.14843  4.70773
H  -3.60936  2.89476  -4.15662
H  0.95294  -3.64432  5.88067
H  -1.69818  -0.51107  -1.07925
H  -1.92252  -8.20091  4.73127
H  6.36075  1.78365  3.96407
H  -3.64623  -5.30741  3.18159
H  6.79679  6.74617  4.78369
H  1.34573  -7.43026  0.99377
H  1.88928  -1.30293  1.30741
H  3.00202  2.11193  2.50739
H  0.17504  -1.33817  8.58684
H  1.69630  -1.32664  -5.82658
H  -0.83758  -4.58633  4.28926
H  -4.00189  1.54344  -5.33704
H  1.25362  2.11898  4.31752
H  5.90460  -0.31649  -4.83411
H  0.45209  -4.39652  2.98241
H  6.89466  2.81400  6.18394
H  -2.42150  0.31326  -6.57913
H  0.33477  5.45053  -5.20919
H  3.11709  -2.03666  4.38981
H  -3.41444  -7.26526  4.61054
H  -8.70735  -1.76934  1.08444
H  -3.22847  2.45933  4.64732
H  5.47024  -3.98202  7.81546
H  -0.31426  -2.87598  7.78730
H  6.18874  3.20045  3.13373
H  3.08419  6.78245  3.99985
H  5.68422  -2.05938  6.69880
H  0.95893  -0.81358  -1.27187
H  -2.40988  4.78826  1.48027
H  -2.52492  2.87179  -0.09941
H  0.40317  -5.74997  -3.24692
H  2.94118  4.08862  -1.68602
H  1.35426  -2.74459  -4.90771

Atoms 1-3, force components in eV/Å:
O 0.378 -0.257 0.479
O -0.848 -1.271 1.618
O -0.490 1.260 -0.925